[1]
# C60H47N2OP2STi

A structure of composition C60H47N2OP2STi in a non-equilibrium geometry (wB97M-V/def2-TZVPD, the Open Molecules 2025 dataset).

Positions of all 114 atoms, in Å:
H  19.448  -7.728  4.254
H  18.296  -0.684  11.717
H  10.797  -11.981  7.758
C  12.800  -12.369  7.168
C  23.000  -5.472  8.477
C  19.777  -4.526  13.705
H  17.556  -11.901  7.278
C  13.540  -10.353  8.936
C  15.200  -5.421  7.829
C  16.003  -5.103  4.037
H  15.130  -5.543  3.594
S  16.315  -6.683  9.924
H  23.761  -4.802  8.160
C  16.488  -12.008  11.171
H  17.298  -1.036  13.160
C  17.397  -2.665  11.781
C  16.376  -6.090  8.207
C  20.345  -11.412  9.104
N  15.221  -10.070  10.680
O  14.804  -6.823  10.228
H  19.906  -11.420  15.535
C  17.774  -5.163  11.826
C  22.839  -6.720  7.942
C  20.698  -8.638  12.943
H  21.094  -9.720  10.039
H  18.165  -7.650  15.448
H  16.115  -4.030  3.762
C  18.085  -13.303  12.157
H  11.354  -10.171  9.310
C  19.009  -9.422  9.201
C  16.728  -7.956  13.836
C  16.289  -2.797  10.981
C  17.302  -5.821  3.563
H  14.931  -12.289  6.492
P  19.065  -7.642  9.161
H  18.065  -10.107  14.592
H  20.187  -1.707  12.993
C  15.010  -4.969  6.510
C  14.415  -10.837  7.970
C  17.406  -6.382  7.290
H  15.428  -10.480  7.914
H  14.396  -12.039  10.796
C  21.485  -10.407  14.345
C  20.801  -7.057  9.164
C  15.375  -8.073  13.509
H  14.112  -4.415  6.297
H  22.742  -9.110  13.234
C  18.444  -6.212  12.497
C  15.901  -4.082  10.548
H  18.633  -14.123  12.602
H  19.533  -13.138  8.035
H  17.090  -9.521  8.101
C  16.857  -13.366  11.535
C  21.709  -7.492  8.192
C  19.365  -8.893  13.263
C  13.991  -9.494  10.092
C  15.990  -5.231  5.552
C  18.523  -7.297  7.470
C  17.930  -10.135  8.493
C  22.125  -5.078  9.488
C  18.522  -11.981  12.177
C  14.801  -8.117  15.840
C  17.823  -6.448  4.823
H  14.966  -7.990  12.515
C  11.823  -11.734  7.901
C  18.004  -1.483  12.437
H  23.573  -7.055  7.183
H  13.964  -8.056  16.518
C  19.101  -9.885  14.260
H  14.956  -4.277  10.114
C  17.125  -7.828  15.156
C  21.019  -5.829  9.859
H  19.834  -8.706  6.542
H  18.015  -5.062  3.188
C  20.216  -10.118  9.531
H  21.249  -11.997  9.276
H  20.702  -4.330  14.233
H  14.199  -8.444  9.727
H  19.969  -6.677  13.921
H  21.582  -8.459  7.684
C  16.713  -5.150  10.837
C  19.356  -12.100  8.324
C  21.740  -9.387  13.494
C  20.136  -10.681  14.731
H  20.308  -5.630  10.663
Ti  17.248  -9.496  10.683
C  19.078  -3.512  13.151
H  16.494  -7.935  17.195
C  15.271  -11.419  10.778
H  22.302  -11.015  14.760
H  13.385  -8.200  14.260
H  16.291  -14.294  11.399
C  17.109  -5.977  5.961
H  22.392  -4.214  10.120
C  18.199  -11.405  7.988
C  19.440  -5.837  13.378
H  19.094  -1.780  14.340
H  14.476  -5.377  8.608
H  15.676  -1.939  10.781
C  16.163  -7.954  16.158
C  18.793  -7.447  5.086
C  14.431  -8.221  14.491
C  14.129  -11.927  7.173
H  13.200  -9.455  10.857
H  19.486  -11.630  12.463
H  12.468  -13.165  6.582
C  19.178  -2.008  13.300
C  12.169  -10.705  8.775
C  19.133  -7.864  6.365
H  17.127  -6.584  2.805
N  17.599  -11.184  11.473
C  18.042  -3.865  12.248
H  20.912  -7.712  12.388
P  17.967  -7.991  12.520

- Frontier orbital gap (alpha / beta): 0.22022 / 0.26696 Eh
- Multiplicity: 3
- E_tot: -120530.2154 eV
- <S²>: 2.01
- LUMO level (alpha / beta): -0.0940 / -0.0962 Eh
- Total charge: +1

Atomic partial charges in e from the Mulliken method, atoms 1 to 4: number 1, H, carries 0.365; number 2, H, carries 0.376; number 3, H, carries 0.446; number 4, C, carries -0.568



[2]
# C30H28FN3O9Zn

A structure of composition C30H28FN3O9Zn (wB97M-V/def2-TZVPD, the Open Molecules 2025 dataset).

Positions of all 72 atoms, in Å:
C  0.903  -3.820  0.208
C  2.382  2.281  -2.067
C  2.223  1.242  -1.107
H  -2.877  -0.787  -0.992
O  -0.285  -1.219  -2.881
C  -1.001  4.861  -0.468
O  -0.489  -0.703  0.494
H  1.552  3.698  -4.201
H  -0.221  -1.425  1.093
H  -2.207  -1.230  1.131
O  1.486  -7.181  1.496
H  2.096  3.272  1.628
C  -0.896  3.992  -1.512
H  2.824  -6.562  -0.580
H  2.333  5.029  -0.084
H  2.441  5.213  -4.528
H  0.348  1.338  2.338
C  -0.322  -6.213  3.308
O  2.116  0.032  -1.532
O  -0.663  2.109  -3.547
C  1.338  0.963  2.601
C  2.185  2.983  0.587
C  -3.313  0.617  1.126
Zn  0.601  -1.134  -1.012
H  -1.627  5.199  1.551
C  -1.432  2.706  -1.388
H  3.570  -4.973  -2.411
O  2.635  -0.482  1.248
C  -3.236  -0.895  1.301
C  -2.647  1.303  2.308
O  -2.274  -1.204  -3.923
C  2.331  3.980  -0.351
N  -2.673  1.077  -0.121
C  -2.096  2.332  -0.210
N  0.118  -5.505  2.157
H  2.547  -2.702  -2.449
H  3.328  3.692  -4.260
H  -3.823  3.101  2.220
H  -4.369  0.925  1.103
N  1.348  -3.025  -0.810
C  -2.159  3.243  0.867
H  -0.928  -7.838  2.480
F  -0.489  6.120  -0.565
C  -2.766  2.811  2.173
H  -0.743  -5.519  4.032
H  -3.901  -1.437  0.629
C  -1.240  1.760  -2.518
C  1.054  -6.036  1.334
H  -3.123  0.954  3.227
H  1.860  1.726  3.183
C  2.154  1.620  0.260
C  2.834  -4.691  -1.670
H  -0.181  -4.567  1.879
H  1.245  0.060  3.200
C  2.266  -3.431  -1.695
C  -1.443  -0.757  -3.134
H  0.540  -6.725  3.741
C  2.449  4.278  -3.969
H  -3.537  -1.139  2.321
H  -1.595  0.999  2.325
C  2.103  0.609  1.333
H  -0.387  4.252  -2.429
H  -2.259  3.320  2.995
C  -2.475  0.201  -1.143
C  -1.606  4.497  0.726
C  1.484  -5.112  0.245
H  2.369  1.964  -3.099
C  2.418  3.602  -1.699
C  2.425  -5.557  -0.667
C  -1.778  0.446  -2.270
O  2.497  4.636  -2.602
O  -1.343  -7.173  3.045

- Frontier orbital gap: 0.23914 Eh
- E_tot: -105601.5892 eV
- LUMO level: 0.1593 Eh
- Total charge: -2
- Energy relative to the best compared isomer or geometry (same formula, charge and spin): 8.5 kcal/mol

Atomic partial charges in e from the Mulliken method, atoms 1 to 4: number 1, C, carries -0.791; number 2, C, carries -0.137; number 3, C, carries 0.601; number 4, H, carries 0.415



[3]
# C28H33Br6F32O8P

A structure of composition C28H33Br6F32O8P in a non-equilibrium geometry (wB97M-V/def2-TZVPD, the Open Molecules 2025 dataset).

Positions of all 108 atoms, in Å:
F  -4.767  -8.188  7.574
F  -2.301  -2.954  9.932
C  -0.729  7.885  5.368
H  10.465  2.562  -3.152
F  -3.368  0.631  -2.879
H  -0.158  8.801  5.216
O  -2.343  -0.548  -1.143
H  5.283  2.555  -7.231
H  -2.415  -1.830  -3.614
C  1.219  5.212  7.165
F  -2.702  5.530  3.175
C  -5.543  -7.048  -6.873
F  -4.121  -1.932  2.479
F  -0.583  -1.566  -3.335
F  0.833  7.400  7.788
F  -6.230  -3.988  -4.085
C  -4.037  -6.918  -7.411
H  -0.356  -5.472  7.690
C  -2.102  6.018  4.245
O  7.976  2.220  -6.621
F  -5.252  -6.161  7.307
F  -3.422  -6.343  9.385
F  -6.275  -6.237  -2.739
H  7.467  1.556  -3.152
H  9.928  1.143  -2.250
H  4.220  5.225  -6.322
O  7.961  4.832  -5.999
O  0.299  6.846  5.632
C  -7.002  -7.029  -4.874
H  1.400  -7.391  0.010
P  7.556  3.261  -5.641
C  -2.875  -0.283  1.247
H  -2.371  1.341  -0.244
H  8.669  1.160  -4.277
F  -2.595  8.295  4.001
H  9.452  2.767  -1.809
C  -1.750  -0.968  -3.566
H  -2.947  -2.982  8.125
F  -3.440  0.495  2.104
Br  2.738  5.802  -1.923
H  4.565  4.117  -1.194
C  -3.587  -1.636  1.271
C  4.965  3.201  -6.414
H  -2.967  -2.480  0.970
C  3.889  4.807  -0.690
F  -8.106  -4.318  -4.984
Br  -0.580  -7.418  1.696
C  4.679  4.583  -7.073
C  -0.936  -3.501  8.112
F  -1.344  1.038  -2.373
H  2.206  5.460  6.775
H  -1.123  -5.321  9.273
Br  2.775  3.726  0.510
F  -3.211  -7.861  -6.914
H  -7.911  -4.060  -3.173
C  -4.224  -6.982  7.290
F  -0.941  6.155  7.377
F  -3.995  -6.867  -8.781
H  -3.682  -5.945  -7.069
C  -7.393  -4.618  -3.954
C  -2.060  -2.648  8.664
Br  0.943  -4.878  0.449
H  8.401  7.836  -4.596
F  -1.603  -0.382  1.682
Br  -0.417  -6.859  -1.566
F  -6.281  -6.079  -7.391
C  -7.207  -6.121  -3.644
H  -3.918  0.548  -0.399
C  0.493  -6.800  0.136
H  -3.907  -7.094  6.254
H  -1.271  5.317  4.317
H  -7.840  -6.948  -5.566
O  -5.703  -6.833  -5.458
F  -0.797  7.698  3.023
C  7.542  5.974  -5.289
F  -2.116  -7.526  7.976
H  9.088  7.261  -6.123
F  -6.059  -8.275  -7.185
F  1.367  4.788  8.442
C  8.738  6.953  -5.138
H  7.154  5.607  -4.339
H  9.600  6.452  -4.699
C  -2.204  0.036  -2.490
O  5.960  3.389  -5.368
H  4.065  2.877  -5.892
C  -2.866  0.372  -0.176
C  -1.201  -5.037  8.224
C  9.609  2.102  -2.658
F  -1.675  -0.581  -4.847
O  8.171  3.144  -4.170
H  -6.958  -8.059  -4.519
Br  5.072  6.003  0.374
F  -1.984  -1.331  8.637
F  -0.609  -3.217  6.859
C  -3.053  -6.560  8.063
F  -2.889  5.893  5.391
H  5.542  5.076  -7.521
C  -1.566  7.475  4.131
F  0.220  -3.210  8.808
F  0.901  4.104  6.512
C  8.393  1.946  -3.574
H  3.911  4.510  -7.843
C  0.345  6.427  7.023
H  -1.371  8.038  6.235
F  -8.325  -6.521  -3.024
F  -4.669  -1.688  0.439
H  6.636  6.425  -5.694
O  -2.464  -5.385  7.569

- Frontier orbital gap: 0.36659 Eh
- E_tot: -562453.0946 eV
- LUMO level: -0.0173 Eh
- Total charge: 0
- Energy relative to the best compared isomer or geometry (same formula, charge and spin): 27.1 kcal/mol

Atomic partial charges in e from the Mulliken method, atoms 1 to 4: number 1, F, carries -0.278; number 2, F, carries -0.267; number 3, C, carries -0.863; number 4, H, carries 0.310